[1]
Here is C4H2N2O in the gas phase at a distorted geometry from the OMol25 dataset. Energies are from the ωB97M-V functional and the def2-TZVPD basis.

The calculation puts the largest force on an atom at 11.26 eV/Å. As for the LUMO energy: -0.11 eV. As for the net charge: 0. The value obtained for the energy above the lowest of the compared OMol25 structures with the same formula, charge and spin is 4.488 eV.

Each line ends with the Löwdin charge.
Geometry (Å):
C (2.3714, -0.1399, -0.1149)  0.1931
C (1.1151, -0.3162, 0.1307)  -0.0434
C (-0.2215, -0.3575, -0.0022)  -0.5406
C (-0.7883, 0.8727, -0.0346)  0.0093
N (-2.2399, 0.4851, 0.0115)  0.0463
N (-2.3329, -0.7232, -0.0551)  0.0751
O (-0.9514, -1.3621, -0.0003)  0.0926
H (3.3502, -0.4163, 0.0160)  0.0003
H (-0.3029, 1.9574, 0.0489)  0.1674

[2]
Here is 2 unconnected molecules or ions with the total composition C4H8O3 from the OMol25 dataset. Energies are from the ωB97M-V functional and the def2-TZVPD basis.

The calculation puts the largest force on an atom at 0.58 eV/Å. As for the LUMO energy: 0.79 eV. As for the net charge: 0. The value obtained for the energy above the lowest of the compared OMol25 structures with the same formula, charge and spin is 1.497 eV.

Each line ends with the Löwdin charge.
Geometry (Å):
C (-1.5717, 0.9700, -1.1440)  -0.1069
C (-1.2523, -0.0698, -0.1102)  -0.1559
C (-0.5882, 0.1526, 1.0161)  -0.2658
O (-0.3750, -0.8415, 1.9310)  -0.0205
H (-1.4722, 0.5462, -2.1503)  0.0714
H (-2.5977, 1.3441, -1.0478)  0.0713
H (-0.8998, 1.8329, -1.0660)  0.0711
H (-1.5863, -1.0883, -0.2942)  0.1134
H (-0.2287, 1.1548, 1.2770)  0.1314
H (0.5443, -0.7839, 2.2356)  0.0755
O (2.3077, -0.5802, 1.1721)  0.0421
C (2.0476, -0.2677, 0.0334)  -0.4005
O (1.8491, -1.1241, -0.9688)  0.0927
H (1.9538, 0.7694, -0.3082)  0.1463
H (1.8695, -2.0144, -0.5756)  0.1344

[3]
Here is 3 unconnected molecules or ions with the total composition C27H51BrN3O10P2 at a distorted geometry from the OMol25 dataset. Energies are from the ωB97M-V functional and the def2-TZVPD basis.

The calculation puts the largest force on an atom at 9.35 eV/Å. As for the LUMO energy: -4.86 eV. As for the net charge: +1.

Each line ends with the Löwdin charge.
Geometry (Å):
C (4.0009, -1.3024, 0.2730)  -0.1103
C (2.5348, -0.5911, 0.5122)  -0.2540
C (2.1596, 0.3653, -0.7322)  -0.1975
C (0.7630, 1.2079, -0.5139)  -0.1135
C (0.5736, 1.7122, 1.0145)  0.0151
C (1.7236, 2.5403, 1.7044)  -0.0264
C (3.1029, 2.9978, 1.0213)  -0.1029
C (2.8388, 3.9593, -0.2778)  -0.6898
O (1.9619, 4.8917, -0.1729)  -0.0405
Br (3.8151, 3.7758, -1.9936)  0.7231
C (1.3577, 2.9158, 3.2215)  0.1298
N (0.0628, 2.4702, 3.6862)  -0.2079
N (-0.1969, 2.8305, 5.0386)  0.1331
C (-0.3402, 4.1689, 5.0146)  -0.0697
O (-0.4289, 5.4224, 5.0695)  0.1727
N (-0.9339, 1.8029, 3.1184)  0.1720
C (-0.7597, 1.3586, 1.7713)  -0.0389
C (-1.9998, 0.5395, 1.0878)  -0.2785
C (-2.5655, 1.4153, -0.1496)  -0.0858
C (-1.6354, -0.9981, 0.7365)  -0.2043
C (-2.5109, -1.4713, -0.5540)  -0.1175
H (3.8863, -2.4583, 0.3419)  0.0819
H (4.3674, -1.0352, -0.7921)  0.0825
H (4.7263, -0.9078, 1.0914)  0.0802
H (2.6184, -0.0528, 1.5285)  0.0923
H (1.7711, -1.4711, 0.5727)  0.1066
H (2.0131, -0.3247, -1.6626)  0.1372
H (3.0543, 1.0637, -0.9892)  0.0671
H (0.8609, 2.1491, -1.1963)  0.1342
H (-0.0783, 0.5221, -0.8846)  0.0938
H (3.7896, 2.1163, 0.7529)  0.1167
H (3.6640, 3.6469, 1.8132)  0.1451
H (2.0919, 3.5104, 3.9009)  0.1665
H (-2.8516, 0.4994, 1.8844)  0.1457
H (-2.3323, 2.5326, 0.0924)  0.1008
H (-3.7110, 1.3299, -0.1652)  0.0946
H (-2.0796, 1.1915, -1.1643)  0.0790
H (-0.5093, -1.2169, 0.6368)  0.0908
H (-2.0078, -1.6424, 1.6340)  0.1212
H (-1.9634, -1.0925, -1.4959)  0.0747
H (-3.6158, -1.1123, -0.5062)  0.0927
H (-2.5744, -2.6336, -0.6429)  0.0931
O (-9.3406, 4.6418, 1.1959)  -0.2300
P (-8.1832, 3.6336, 1.1824)  0.7072
O (-6.9891, 4.7400, 0.8676)  -0.2333
C (-6.6313, 5.6602, 1.8910)  -0.2932
C (-5.9072, 4.9726, 3.0314)  -0.0863
O (-8.4440, 3.1175, -0.3773)  -0.2236
C (-9.7167, 3.3437, -0.9811)  -0.2949
C (-9.7945, 4.7147, -1.6486)  -0.0735
O (-6.9340, 2.4507, 1.2279)  -0.2067
C (-6.7238, 1.7012, 2.4160)  -0.3234
C (-7.9778, 1.4032, 3.2146)  -0.0831
H (-7.5204, 6.1842, 2.2496)  0.1109
H (-5.9704, 6.4030, 1.4342)  0.1206
H (-6.5932, 4.3298, 3.5877)  0.0647
H (-5.5195, 5.7134, 3.7346)  0.0803
H (-5.0754, 4.3694, 2.6610)  0.0745
H (-10.5210, 3.2150, -0.2481)  0.1038
H (-9.8701, 2.5732, -1.7438)  0.1154
H (-9.3561, 5.5087, -1.0436)  0.0688
H (-10.8268, 4.9723, -1.8806)  0.0787
H (-9.2234, 4.7090, -2.5735)  0.0717
H (-5.9899, 2.2182, 3.0381)  0.0890
H (-6.2594, 0.7549, 2.1199)  0.1160
H (-8.5478, 2.3098, 3.4392)  0.0663
H (-7.7125, 0.9297, 4.1647)  0.0882
H (-8.6335, 0.7254, 2.6628)  0.0897
O (5.3805, -6.2577, -2.8537)  -0.2410
P (6.7075, -5.4858, -2.8482)  0.7090
O (6.3944, -4.6078, -1.4769)  -0.2415
C (6.3908, -5.2865, -0.2269)  -0.3002
C (7.7877, -5.7138, 0.1768)  -0.0816
O (6.2264, -4.3546, -3.9703)  -0.2243
C (5.1212, -4.6470, -4.8222)  -0.2956
C (3.7901, -4.2629, -4.1799)  -0.0790
O (8.2304, -4.6883, -2.8898)  -0.1931
C (9.4272, -5.4519, -2.8216)  -0.3092
C (9.3536, -6.8150, -3.4814)  -0.0846
H (5.7141, -6.1434, -0.2684)  0.1086
H (5.9941, -4.5867, 0.5152)  0.1105
H (8.1449, -6.5157, -0.4732)  0.0658
H (7.7837, -6.1046, 1.1969)  0.0824
H (8.4851, -4.8753, 0.1237)  0.0843
H (5.1278, -5.7026, -5.1160)  0.1047
H (5.2445, -4.0705, -5.7449)  0.1159
H (3.7272, -4.5453, -3.1286)  0.0648
H (2.9577, -4.7119, -4.7199)  0.0767
H (3.6697, -3.1823, -4.1955)  0.0646
H (9.7284, -5.5507, -1.7768)  0.0934
H (10.2102, -4.8637, -3.3099)  0.1250
H (8.5098, -7.4062, -3.1119)  0.0644
H (10.2705, -7.3774, -3.2811)  0.0890
H (9.2409, -6.7133, -4.5634)  0.0879

[4]
Here is 2 unconnected molecules or ions with the total composition C3ClN3S at a distorted geometry from the OMol25 dataset. Energies are from the ωB97M-V functional and the def2-TZVPD basis.

The calculation puts the largest force on an atom at 4.23 eV/Å. As for the LUMO energy (spin up / spin down): -1.29 / -1.29 eV. As for the net charge: 0. The value obtained for the energy above the lowest of the compared OMol25 structures with the same formula, charge and spin is 2.672 eV.

Each line ends with the Löwdin charge.
Geometry (Å):
N (-0.6798, 1.4828, 0.2533)  0.1663
C (0.1776, 0.7387, 0.0672)  -0.2295
C (1.0828, -0.1876, -0.2359)  -0.0806
N (2.0914, -0.7874, -0.0138)  -0.5881
S (3.3874, -1.5315, -0.2341)  0.7267
N (-2.2937, -2.0993, 1.5068)  0.0890
C (-2.6387, -1.4503, 0.6115)  -0.8236
Cl (-3.2304, -0.2587, -0.3263)  0.7397